(1)
Computed, not measured: 9 unconnected molecules or ions with the total composition C13H27F2N7O20, with ωB97M-V/def2-TZVPD.

- E: -2598.7498 Eh
- E_LUMO: -0.4 eV
- 2S+1: 1
- Kohn-Sham gap: 10.10 eV
- SMILES: O=C1OC[C@@H](F)O1.O=C1OC[C@@H](F)O1.C[N+](=O)[O-].C[N+](=O)[O-].C[N+](=O)[O-].C[N+](=O)[O-].C[N+](=O)[O-].C[N+](=O)[O-].C[N+](=O)[O-]
- Highest occupied orbital energy: -10.5 eV

Last column: natural (NBO) charge in e.
Positions of all 69 atoms, in Å:
O (-3.93083, 18.20968, -17.47886)  -0.535
C (-4.18145, 18.91117, -16.56834)  0.971
O (-4.83928, 20.10178, -16.65075)  -0.486
C (-4.50099, 20.85810, -15.47863)  -0.130
C (-4.30254, 19.74055, -14.46972)  0.431
F (-5.52132, 19.37802, -13.94176)  -0.351
O (-3.78483, 18.70385, -15.27133)  -0.499
H (-3.59723, 21.43841, -15.64300)  0.200
H (-5.38407, 21.43981, -15.23145)  0.218
H (-3.62656, 19.88408, -13.63204)  0.181
O (-5.33259, 16.98963, -11.94409)  -0.577
C (-4.36088, 17.30699, -11.35023)  0.983
O (-3.59973, 16.47691, -10.61412)  -0.472
C (-2.72104, 17.25393, -9.81898)  -0.139
C (-2.73139, 18.61492, -10.49379)  0.433
F (-1.67311, 18.78397, -11.34177)  -0.341
O (-3.91159, 18.58426, -11.25287)  -0.497
H (-3.07829, 17.27666, -8.78888)  0.219
H (-1.71136, 16.84316, -9.79542)  0.219
H (-2.78655, 19.46499, -9.81668)  0.173
C (-10.89336, 22.30344, -14.36150)  -0.482
N (-10.49925, 20.92517, -14.78509)  0.538
O (-9.48775, 20.45384, -14.30116)  -0.385
O (-11.23015, 20.35059, -15.56552)  -0.373
H (-11.49928, 22.72132, -15.15350)  0.237
H (-9.98677, 22.86066, -14.16076)  0.234
H (-11.44897, 22.17885, -13.43455)  0.236
C (-10.53013, 18.31987, -10.64277)  -0.489
N (-11.24157, 17.77269, -9.45284)  0.537
O (-11.04346, 16.60297, -9.20500)  -0.381
O (-11.92171, 18.52885, -8.79551)  -0.369
H (-10.74190, 19.37533, -10.74306)  0.225
H (-10.85551, 17.73025, -11.49489)  0.247
H (-9.47547, 18.14730, -10.44092)  0.232
C (-8.23423, 17.58615, -13.39259)  -0.495
N (-7.69268, 17.22959, -14.72884)  0.545
O (-8.31288, 17.55712, -15.71072)  -0.375
O (-6.59447, 16.69836, -14.74363)  -0.398
H (-8.45266, 16.67621, -12.84358)  0.241
H (-9.14685, 18.14392, -13.55662)  0.231
H (-7.48366, 18.22776, -12.94149)  0.245
C (-6.35696, 13.67573, -12.55234)  -0.493
N (-7.80993, 13.34773, -12.56223)  0.539
O (-8.20287, 12.56224, -13.38525)  -0.346
O (-8.51695, 13.92510, -11.74900)  -0.415
H (-6.22923, 14.53074, -13.21221)  0.260
H (-5.82982, 12.81097, -12.94111)  0.230
H (-6.06016, 13.90344, -11.53603)  0.227
C (-11.65041, 16.91674, -15.98044)  -0.486
N (-10.78022, 15.94312, -15.30166)  0.541
O (-10.62087, 16.06835, -14.09072)  -0.424
O (-10.26020, 15.10152, -15.98161)  -0.343
H (-12.01939, 17.64911, -15.27755)  0.229
H (-12.46257, 16.38402, -16.46988)  0.232
H (-11.05679, 17.39363, -16.75773)  0.252
C (-7.42826, 15.50527, -9.33051)  -0.489
N (-6.18128, 15.99353, -8.69282)  0.536
O (-5.27437, 15.19377, -8.57815)  -0.380
O (-6.12281, 17.15789, -8.34563)  -0.402
H (-7.53846, 14.47250, -9.02200)  0.239
H (-7.32444, 15.59123, -10.40608)  0.256
H (-8.26712, 16.09872, -8.98263)  0.235
C (-2.99048, 15.01154, -16.01074)  -0.488
N (-2.90399, 15.16154, -17.48903)  0.541
O (-1.90032, 15.67097, -17.95168)  -0.383
O (-3.83474, 14.74748, -18.13107)  -0.370
H (-3.09367, 13.94805, -15.81395)  0.226
H (-3.90254, 15.50302, -15.69062)  0.247
H (-2.09571, 15.44597, -15.58567)  0.226

Cartesian forces (eV/Å) of the 3 atoms listed first:
O -0.1 -0.5 0.0
C 0.0 0.7 0.0
O 0.6 -0.1 0.0

(2)
Computed, not measured: a gas-phase ion, C13H27N2O2S (charge +1), with ωB97M-V/def2-TZVPD.

- E: -1169.2066 Eh
- E_LUMO: -3.4 eV
- Total charge: +1
- 2S+1: 1
- Kohn-Sham gap: 9.20 eV
- SMILES: CC(=O)OCCC[C@@]1(CC(C)C)C[N@H+](S)CCN1
- Highest occupied orbital energy: -12.6 eV

Last column: natural (NBO) charge in e.
Positions of all 45 atoms, in Å:
C (5.61312, 2.01685, 0.61674)  -0.723
C (5.07469, 0.51210, 0.13894)  0.790
O (6.01534, -0.40732, -0.08059)  -0.572
O (3.62078, 0.33417, 0.06501)  -0.558
C (3.21344, -0.67466, -0.92081)  -0.083
C (1.72787, -1.23836, -0.39341)  -0.437
C (0.56837, -0.17214, -0.82144)  -0.452
C (-0.93645, -0.47722, -0.25608)  0.142
C (-1.93139, -0.57397, -1.55176)  -0.430
C (-2.55938, 0.83315, -2.08794)  -0.217
C (-1.48027, 2.03037, -2.38353)  -0.642
C (-3.80305, 1.42891, -1.15800)  -0.649
C (-1.09562, -1.90431, 0.56138)  -0.299
N (-0.67996, -1.66412, 1.99549)  -0.530
S (-0.34558, -3.16044, 2.85752)  0.224
C (-1.79677, -0.92193, 2.75964)  -0.270
C (-2.30974, 0.26804, 1.72775)  -0.267
N (-1.26537, 0.66720, 0.71022)  -0.637
H (4.69804, 2.56051, 1.14258)  0.229
H (6.09526, 2.63458, -0.25122)  0.269
H (6.38249, 1.79322, 1.50050)  0.260
H (3.89380, -1.62414, -0.97986)  0.234
H (3.03224, -0.26986, -2.00538)  0.199
H (1.52699, -2.29991, -0.90032)  0.222
H (1.86878, -1.36417, 0.78374)  0.191
H (0.57232, -0.06865, -2.01063)  0.247
H (0.92889, 0.89483, -0.42549)  0.240
H (-1.33339, -1.18267, -2.38558)  0.237
H (-2.83680, -1.27093, -1.23748)  0.210
H (-3.06876, 0.58840, -3.13940)  0.228
H (-1.02886, 2.45840, -1.39142)  0.224
H (-1.99391, 2.87123, -3.04304)  0.240
H (-0.60522, 1.57095, -3.04588)  0.209
H (-4.31185, 2.28424, -1.81787)  0.235
H (-3.44478, 1.95742, -0.17742)  0.218
H (-4.66503, 0.63015, -0.98397)  0.217
H (-0.52105, -2.81081, 0.03892)  0.277
H (-2.22973, -2.27566, 0.60706)  0.256
H (0.16972, -1.05316, 2.11103)  0.454
H (-0.43947, -2.81568, 4.23866)  0.177
H (-1.26143, -0.34852, 3.65733)  0.235
H (-2.64870, -1.63558, 3.12716)  0.266
H (-2.74891, 1.17037, 2.35735)  0.257
H (-3.24801, -0.20121, 1.15728)  0.226
H (-0.41265, 0.91035, 1.29422)  0.354

Cartesian forces (eV/Å) of the 3 atoms listed first:
C -1.3 -1.1 1.5
C 4.8 -2.5 -0.5
O -6.7 5.1 1.0